Below is a molecular structure, C12H20InO, with properties calculated with the ωB97M-V functional and the def2-TZVPD basis.

Atoms and positions in Å:
C -1.73588 5.29706 0.08740
C -0.31525 4.83172 0.37319
O -0.19800 3.44892 0.16428
C 0.30380 2.70720 1.27548
C 0.32559 1.23170 0.95498
In -1.39779 0.52950 -0.28703
C -1.63848 -1.64514 0.26808
C -0.62050 -2.52082 -0.34034
C -0.83162 -3.16971 -1.57194
C 0.14753 -3.96111 -2.14751
C 1.38071 -4.13602 -1.52413
C 1.62735 -3.50563 -0.30493
C 2.96432 -3.64800 0.37849
C 0.63323 -2.71446 0.26170
H -2.44140 4.71140 0.67693
H -1.98047 5.17592 -0.96791
H -1.84556 6.35555 0.34534
H 0.38938 5.35650 -0.28705
H -0.04293 5.09654 1.40348
H 1.30189 3.10542 1.52574
H -0.34615 2.89121 2.14477
H 0.27112 0.66645 1.89188
H 1.26160 0.95886 0.46027
H -2.92238 1.33604 0.19619
H -1.14443 0.73170 -2.02927
H -1.56533 -1.67369 1.35846
H -2.64480 -1.94140 -0.03222
H -1.78747 -3.03135 -2.06758
H -0.05096 -4.45439 -3.09367
H 2.13725 -4.76269 -1.98469
H 2.84423 -3.84944 1.44446
H 3.54974 -2.73115 0.28067
H 3.53743 -4.46575 -0.06251
H 0.83421 -2.22091 1.20899

As for the multiplicity: 1. The lowest unoccupied orbital energy is 0.1176 hartree. Its charge is -1.

Löwdin population analysis, charges in e, atoms 1 to 4: -0.080 -0.310 -0.221 -0.359


Below is 3 unconnected molecules or ions with the total composition C14H33F3N3O6PSi, with properties calculated with the ωB97M-V functional and the def2-TZVPD basis.

Atoms and positions in Å:
C 4.78453 -4.46441 2.54412
O 3.64199 -5.01096 1.91733
C 2.97010 -4.07585 1.09707
C 2.20934 -2.99744 1.89338
C 0.81780 -2.71039 1.29081
Si -0.10072 -1.32994 2.14785
C -1.94546 -1.56816 2.24518
C -2.31249 -2.91319 2.92796
C -3.05184 -3.87791 1.97775
N -3.04759 -5.28577 2.35895
C 0.49052 -1.06411 3.97553
F -0.27531 -0.09086 4.56212
F 0.38062 -2.15724 4.75111
F 1.76456 -0.62646 4.09470
P 0.35980 0.59208 1.04922
O 0.43612 0.36276 -0.40652
O -0.80936 1.64661 1.44300
O 1.71863 1.23983 1.62384
H 5.27790 -5.27112 3.09698
H 5.48646 -4.05509 1.79951
H 4.52565 -3.66290 3.25173
H 3.69020 -3.61179 0.40324
H 2.26400 -4.66142 0.49190
H 2.79642 -2.07101 1.94467
H 2.10360 -3.37462 2.92225
H 0.20184 -3.61800 1.35304
H 0.91801 -2.42702 0.23445
H -2.35925 -0.71740 2.80301
H -2.37161 -1.50866 1.23355
H -2.94471 -2.70536 3.79888
H -1.42037 -3.44412 3.28968
H -4.09835 -3.56040 1.89228
H -2.61866 -3.79505 0.96960
H -3.45734 -5.40176 3.27972
H -2.09637 -5.63315 2.42341
H -1.00196 1.68213 2.38906
H 1.61540 1.68348 2.47635
C 1.82301 1.95506 -2.90011
C 2.26976 1.84394 -4.33971
O 3.29992 1.27960 -4.66609
N 1.46460 2.42528 -5.27219
C 0.19287 3.08088 -5.04330
H 2.54237 1.44223 -2.27077
H 1.76944 3.00432 -2.60292
H 0.84798 1.49563 -2.74585
H 1.81759 2.36993 -6.21386
H -0.60459 2.57989 -5.59673
H 0.23145 4.12567 -5.35646
H -0.05437 3.05297 -3.98860
C -3.21359 6.19812 -3.42236
C -1.79639 5.83307 -3.04444
O -0.83500 6.44040 -3.48274
N -1.62556 4.78479 -2.19450
C -2.63287 3.94007 -1.58608
H -3.16950 7.04332 -4.10182
H -3.71428 5.36568 -3.91828
H -3.79525 6.47601 -2.54269
H -0.65804 4.59678 -1.98185
H -2.58345 3.99729 -0.49742
H -2.49580 2.89722 -1.87762
H -3.62236 4.25653 -1.90035

As for the multiplicity: 1. As for the SMILES: COCCC[Si@@](CCCN)(C(F)(F)F)P(=O)(O)O.CNC(C)=O.CNC(C)=O. The lowest unoccupied orbital energy is 0.0001 hartree.

Löwdin population analysis, charges in e, atoms 1 to 4: -0.114 -0.193 -0.234 -0.228


Below is 6 unconnected molecules or ions with the total composition C10H22Cl8N2O4 at a distorted geometry, with properties calculated with the ωB97M-V functional and the def2-TZVPD basis.

Atoms and positions in Å:
Cl -1.75829 0.13050 1.40041
C -1.26995 0.51592 -0.26394
C -0.86442 -0.71458 -1.00278
Cl 0.59964 -1.46392 -0.36749
H -0.52093 1.28857 -0.24549
H -2.18069 0.87180 -0.74778
H -0.67864 -0.46376 -2.05134
H -1.70464 -1.40565 -1.05950
Cl 2.47548 -6.26432 -0.33188
C 1.49300 -4.84375 0.14788
C 1.91600 -4.27073 1.47754
Cl 3.46226 -3.35448 1.36211
H 0.44782 -5.12283 0.17064
H 1.63319 -4.12333 -0.65132
H 1.94234 -5.03176 2.25011
H 1.22197 -3.48539 1.75765
Cl 2.26434 2.29128 1.00244
C 3.23256 1.41147 -0.21836
C 3.85683 0.22840 0.42238
Cl 4.79935 -0.65591 -0.85531
H 4.00255 2.09709 -0.57334
H 2.61335 1.19037 -1.08276
H 3.18732 -0.53694 0.79049
H 4.55975 0.47427 1.20896
Cl 0.35244 1.27658 -4.30980
C 0.44294 3.02361 -3.92153
C -0.02212 3.25859 -2.48667
Cl -0.41739 5.00015 -2.25499
H -0.23275 3.51607 -4.61173
H 1.47192 3.32117 -4.07054
H 0.76552 3.07392 -1.76753
H -0.92288 2.69154 -2.28245
C -2.71530 5.62368 0.89238
N -1.89260 4.43683 1.26102
O -1.39850 4.41791 2.37064
O -1.73880 3.57815 0.40366
H -2.06991 6.41258 0.52705
H -3.23856 5.96531 1.77857
H -3.42773 5.31507 0.13874
C -3.30820 -4.41529 2.65958
N -2.15792 -4.05607 1.78416
O -2.38067 -3.30571 0.87132
O -1.07628 -4.54513 2.03640
H -3.63666 -3.48619 3.12116
H -3.00716 -5.18919 3.33770
H -4.11959 -4.67591 1.98353

As for the multiplicity: 1. As for the SMILES: C[N+](=O)[O-].C[N+](=O)[O-].ClCCCl.ClCCCl.ClCCCl.ClCCCl. The lowest unoccupied orbital energy is 0.0035 hartree.

Löwdin population analysis, charges in e, atoms 1 to 4: 0.568 -0.684 -0.668 0.644


Which value of multiplicity does entry 1 give? 1


What is the formula in the first record? C12H20InO


Which value of multiplicity does entry 3 give? 1


What did the third record say?
Below is 6 unconnected molecules or ions with the total composition C10H22Cl8N2O4 at a distorted geometry, with properties calculated with the ωB97M-V functional and the def2-TZVPD basis.

Atoms and positions in Å:
Cl -1.75829 0.13050 1.40041
C -1.26995 0.51592 -0.26394
C -0.86442 -0.71458 -1.00278
Cl 0.59964 -1.46392 -0.36749
H -0.52093 1.28857 -0.24549
H -2.18069 0.87180 -0.74778
H -0.67864 -0.46376 -2.05134
H -1.70464 -1.40565 -1.05950
Cl 2.47548 -6.26432 -0.33188
C 1.49300 -4.84375 0.14788
C 1.91600 -4.27073 1.47754
Cl 3.46226 -3.35448 1.36211
H 0.44782 -5.12283 0.17064
H 1.63319 -4.12333 -0.65132
H 1.94234 -5.03176 2.25011
H 1.22197 -3.48539 1.75765
Cl 2.26434 2.29128 1.00244
C 3.23256 1.41147 -0.21836
C 3.85683 0.22840 0.42238
Cl 4.79935 -0.65591 -0.85531
H 4.00255 2.09709 -0.57334
H 2.61335 1.19037 -1.08276
H 3.18732 -0.53694 0.79049
H 4.55975 0.47427 1.20896
Cl 0.35244 1.27658 -4.30980
C 0.44294 3.02361 -3.92153
C -0.02212 3.25859 -2.48667
Cl -0.41739 5.00015 -2.25499
H -0.23275 3.51607 -4.61173
H 1.47192 3.32117 -4.07054
H 0.76552 3.07392 -1.76753
H -0.92288 2.69154 -2.28245
C -2.71530 5.62368 0.89238
N -1.89260 4.43683 1.26102
O -1.39850 4.41791 2.37064
O -1.73880 3.57815 0.40366
H -2.06991 6.41258 0.52705
H -3.23856 5.96531 1.77857
H -3.42773 5.31507 0.13874
C -3.30820 -4.41529 2.65958
N -2.15792 -4.05607 1.78416
O -2.38067 -3.30571 0.87132
O -1.07628 -4.54513 2.03640
H -3.63666 -3.48619 3.12116
H -3.00716 -5.18919 3.33770
H -4.11959 -4.67591 1.98353

As for the multiplicity: 1. As for the SMILES: C[N+](=O)[O-].C[N+](=O)[O-].ClCCCl.ClCCCl.ClCCCl.ClCCCl. The lowest unoccupied orbital energy is 0.0035 hartree.

Löwdin population analysis, charges in e, atoms 1 to 4: 0.568 -0.684 -0.668 0.644